(1)
ORCA calculation (ωB97M-V/def2-TZVPD) on a molecular structure, C9H21O10Zn.

Atoms and positions in Å:
H1 -0.411 3.176 -1.941
H2 -0.314 -4.609 -3.155
O1 0.724 -0.151 0.503
C1 2.261 1.761 -1.065
H3 -0.828 3.332 3.847
O2 -0.504 0.390 -2.072
H4 -3.438 -0.225 -1.590
H5 -1.112 -1.686 1.938
C2 1.751 -0.848 2.995
H6 -2.083 2.827 -1.763
Zn1 -1.127 -0.430 -0.466
O3 -3.180 -0.654 -0.751
C3 1.760 0.356 0.932
H7 3.023 2.499 -1.316
H8 -1.820 1.889 3.124
O4 -1.640 -1.409 1.164
O5 2.504 1.271 0.309
H9 0.947 -1.439 2.556
H10 2.439 0.889 -1.695
O6 -0.807 -2.129 -1.433
C4 -0.937 2.528 3.118
H11 1.413 -2.809 0.087
C5 -1.336 3.587 -1.537
O7 -1.039 3.290 1.934
O8 -1.388 1.481 0.494
H12 1.289 2.247 -1.145
H13 2.522 -1.617 3.030
O9 -1.226 3.742 -0.135
O10 2.318 0.070 2.076
C6 -0.650 -4.388 -2.142
C7 1.306 -3.178 -0.933
H14 0.011 2.003 3.002
H15 -1.653 4.473 -2.087
H16 -1.727 -4.223 -2.173
H17 -0.437 -5.264 -1.530
H18 -0.401 0.984 -2.840
H19 1.687 -4.199 -0.927
C8 -1.216 2.694 0.735
H20 1.454 -0.368 3.927
C9 -0.114 -3.178 -1.442
H21 1.978 -2.685 -1.637

Frontier orbital gap, eV: 5.42
2S+1: 1
LUMO, eV: 2.8
Charge: -1
ΔE to the lowest compared entry with this formula, charge and spin, eV: 0.000

=====

(2)
ORCA calculation (ωB97M-V/def2-TZVPD) on 2 unconnected molecules or ions with the total composition C9H21O3P.

Atoms and positions in Å:
C1 2.195 0.086 -0.230
C2 -1.246 -3.038 0.601
H1 0.618 1.664 -1.467
H2 -2.903 1.196 0.935
H3 -3.793 3.299 -0.056
H4 1.781 -0.640 -2.243
H5 3.348 -1.037 1.215
H6 2.440 0.335 1.890
H7 1.402 -1.801 -0.955
H8 -1.042 -3.061 -0.467
C3 -2.425 1.653 0.060
H9 4.285 0.549 -0.525
C4 2.410 -0.483 1.169
C5 -0.831 -0.044 -0.366
C6 -3.404 2.521 -0.707
O1 -0.935 -0.617 0.891
H10 -2.758 -1.493 0.445
H11 3.076 -1.489 -1.395
H12 1.592 -1.146 1.446
O2 -1.949 0.631 -0.815
H13 -0.319 -3.212 1.142
C7 -1.850 -1.702 1.022
C8 2.096 -1.025 -1.273
H14 -2.908 2.983 -1.556
P1 0.638 1.122 -0.170
H15 -1.561 2.239 0.413
C9 3.322 1.057 -0.579
H16 -2.101 -1.725 2.086
H17 -1.943 -3.838 0.835
H18 -4.231 1.917 -1.074
H19 3.329 1.885 0.129
O3 1.087 2.537 2.344
H20 3.201 1.458 -1.586
H21 -0.620 -0.783 -1.158

Frontier orbital gap (spin up / spin down), eV: 7.00 / 7.38
2S+1: 1
LUMO (spin up / spin down), eV: -1.7 / -1.3
Charge: 0
ΔE to the lowest compared entry with this formula, charge and spin, eV: 5.063

=====

(3)
ORCA calculation (ωB97M-V/def2-TZVPD) on 2 unconnected molecules or ions with the total composition C9H21PS2.

Atoms and positions in Å:
H1 1.666 1.308 4.738
H2 -0.644 2.680 0.399
C1 -1.286 -0.606 -3.647
H3 2.180 -0.958 -3.674
H4 0.814 0.843 -0.323
C2 -0.228 0.605 -0.095
S1 0.617 -1.693 1.151
C3 -1.078 1.869 -0.177
H5 -1.321 -0.336 1.514
H6 -0.877 -0.173 3.912
H7 1.406 0.868 2.176
H8 -1.281 0.163 -2.879
H9 1.622 -2.924 -1.363
H10 -1.153 2.197 -1.212
H11 0.518 0.551 5.845
C4 0.624 1.028 4.873
H12 0.145 -1.932 -4.632
P1 0.377 -3.348 -1.832
C5 0.343 0.731 2.386
C6 0.173 0.087 3.761
H13 1.239 0.169 -2.679
H14 1.375 0.422 -4.416
S2 -0.620 -2.808 -0.057
H15 -1.987 -1.390 -3.363
C7 -0.289 -0.080 1.263
H16 -0.126 1.716 2.398
H17 0.754 -0.837 3.802
C8 0.068 -1.159 -3.881
H18 -1.667 -0.159 -4.572
C9 1.282 -0.344 -3.638
H19 0.022 1.935 4.870
H20 -2.083 1.680 0.193
H21 -0.587 -0.108 -0.840

Frontier orbital gap (spin up / spin down), eV: 7.87 / 7.05
2S+1: 1
LUMO (spin up / spin down), eV: 0.5 / -0.4
Charge: 0
ΔE to the lowest compared entry with this formula, charge and spin, eV: 3.891

=====

(4)
ORCA calculation (ωB97M-V/def2-TZVPD) on a molecular structure, C9H22Cl2O3P2Pb.

Atoms and positions in Å:
H1 -1.671 2.869 -1.632
H2 1.183 1.635 -0.771
C1 -0.343 -3.466 1.467
H3 1.674 -1.930 -3.839
Cl1 -1.231 -3.847 -0.037
H4 2.653 1.705 2.197
C2 1.611 -1.402 -2.878
H5 -0.469 1.561 4.594
H6 -0.821 1.108 -4.439
H7 -1.195 -2.535 -2.609
P1 0.048 -0.459 -2.812
Cl2 -1.387 -2.700 2.687
H8 -1.650 3.164 -0.938
O1 1.946 -2.951 1.402
H9 2.043 1.529 3.880
H10 0.923 1.359 -4.166
H11 0.870 4.023 1.892
C3 1.900 1.223 2.835
C4 0.192 3.515 2.592
H12 2.459 -0.712 -2.774
H13 1.638 -2.118 -2.046
O2 -3.640 -0.956 0.383
H14 -2.163 -1.249 -3.377
C5 -0.800 1.086 3.659
C6 0.837 -2.499 1.124
H15 -1.851 1.337 3.471
C7 -2.612 -0.488 0.233
Pb1 -0.368 0.726 -0.275
H16 0.497 3.721 3.627
C8 -1.169 -1.709 -3.330
H17 0.366 -0.026 -5.174
C9 0.142 0.597 -4.296
H18 2.002 0.133 2.738
H19 -0.891 -2.083 -4.326
O3 0.532 -1.361 0.610
H20 -0.709 -0.005 3.732
P2 0.226 1.716 2.292
H21 -0.826 3.893 2.422
H22 0.056 -4.401 1.882

Frontier orbital gap, eV: 7.28
2S+1: 1
LUMO, eV: 0.2
Charge: 0

=====

(5)
ORCA calculation (ωB97M-V/def2-TZVPD) on 5 unconnected molecules or ions with the total composition C9H22Cl8N3S.

Atoms and positions in Å:
Cl1 3.162 -2.973 -5.863
H1 -3.649 3.039 4.381
Cl2 5.845 -2.124 -1.656
N1 3.138 0.760 2.009
H2 4.021 0.904 1.433
H3 6.019 0.582 -2.713
C1 5.062 0.450 -2.199
C2 -2.991 2.572 3.642
Cl3 -6.911 -1.379 1.016
C3 -7.537 0.002 3.303
H4 4.323 1.093 -2.685
Cl4 -2.400 2.267 0.979
Cl5 -2.923 0.836 4.038
C4 -3.528 2.821 2.241
Cl6 5.245 1.046 -0.530
H5 1.691 -2.132 -7.483
C5 -6.660 -1.114 2.759
H6 3.693 -1.149 -1.646
H7 3.336 -0.267 -6.920
H8 -3.675 3.893 2.086
H9 1.202 -0.701 0.483
N2 3.599 -1.632 2.494
H10 -1.987 2.988 3.768
H11 4.588 -1.266 2.548
H12 -5.598 -0.909 2.923
Cl7 2.562 0.197 -4.737
H13 2.641 1.569 2.487
C6 2.642 -0.536 2.004
H14 1.640 0.244 -6.891
Cl8 -7.053 1.601 2.683
C7 4.597 -0.997 -2.245
S1 -0.030 -0.202 2.394
N3 1.275 -0.956 1.512
H15 4.374 -1.283 -3.276
H16 3.623 -2.313 1.678
H17 -8.591 -0.154 3.052
H18 -7.450 0.047 4.392
H19 -6.905 -2.056 3.260
C8 2.379 -0.399 -6.405
C9 1.914 -1.846 -6.451
H20 -4.488 2.320 2.083
H21 -1.205 -0.847 1.903
H22 1.010 -1.998 -5.852

Frontier orbital gap, eV: 7.03
2S+1: 1
LUMO, eV: -5.3
Charge: +1
ΔE to the lowest compared entry with this formula, charge and spin, eV: 1.130

=====

(6)
ORCA calculation (ωB97M-V/def2-TZVPD) on a molecular structure, C9H22ClO10S2V.

Atoms and positions in Å:
C1 -21.505 18.490 9.977
H1 -22.955 22.424 5.382
C2 -27.384 21.034 13.278
C3 -23.222 21.796 6.232
C4 -30.469 20.522 12.891
H2 -30.847 19.986 10.807
H3 -31.972 19.162 11.955
H4 -23.330 22.727 10.337
H5 -22.686 24.130 11.194
O1 -28.164 23.557 12.414
O2 -29.061 22.684 14.672
H6 -21.538 23.067 10.373
C5 -23.729 22.752 7.409
H7 -27.604 20.362 14.107
C6 -31.400 20.066 11.743
O3 -27.096 25.021 9.168
O4 -21.573 25.519 8.812
H8 -26.376 21.440 13.361
O5 -24.083 25.110 8.827
H9 -19.905 16.224 8.543
H10 -18.811 17.410 9.346
O6 -20.789 17.834 9.013
H11 -22.721 20.723 10.880
S1 -22.732 24.616 8.857
H12 -19.983 16.532 10.367
H13 -24.070 21.229 5.847
C7 -23.262 20.114 10.157
O7 -22.409 19.289 9.346
H14 -32.108 20.883 11.603
H15 -23.790 20.760 9.456
V1 -27.407 24.410 10.613
O8 -22.542 23.522 7.646
H16 -27.531 20.556 12.309
H17 -22.347 21.173 6.414
H18 -24.530 23.422 7.097
H19 -24.076 19.543 10.604
H20 -24.227 22.112 8.138
Cl1 -26.303 22.169 10.185
S2 -28.634 22.458 13.285
O9 -21.466 18.382 11.217
H21 -29.831 19.692 13.196
H22 -31.060 20.847 13.747
C8 -22.545 23.483 10.328
O10 -29.817 21.716 12.412
C9 -19.787 16.924 9.369

Frontier orbital gap (spin up / spin down), eV: 5.20 / 5.87
2S+1: 2
LUMO (spin up / spin down), eV: -7.6 / -6.9
Charge: +1
ΔE to the lowest compared entry with this formula, charge and spin, eV: 3.943

=====

(7)
ORCA calculation (ωB97M-V/def2-TZVPD) on a molecular structure, C9H22CuO4.

Atoms and positions in Å:
H1 1.730 -2.730 0.337
C1 -0.941 -2.707 -1.096
H2 0.678 3.790 0.974
O1 -0.152 -0.605 -2.037
H3 1.890 -3.561 1.905
H4 -0.633 -3.753 -0.992
C2 -0.280 -2.531 -3.491
H5 -1.475 -0.025 2.427
H6 0.422 -2.153 -4.245
C3 -2.190 1.742 1.394
O2 1.429 2.192 -1.096
C4 0.415 4.151 -0.029
H7 1.392 -1.294 3.026
H8 1.041 -2.181 -1.813
C5 1.462 -2.690 1.398
C6 -0.017 -1.966 -2.069
C7 1.289 3.563 -1.152
H9 -0.877 -2.238 -0.113
H10 -1.975 -2.610 -1.437
H11 -3.281 1.547 1.451
C8 1.843 -1.309 2.007
H12 -2.209 2.842 1.521
H13 -0.543 1.419 2.748
O3 1.446 -0.179 1.366
H14 0.768 3.791 -2.096
Cu1 0.172 0.609 -0.175
H15 0.376 -2.809 1.380
O4 -1.739 1.421 0.126
C9 -1.560 1.047 2.604
H16 2.913 -1.301 2.296
H17 0.483 5.243 0.046
H18 2.243 4.115 -1.145
H19 -0.002 -3.596 -3.531
H20 -1.300 -2.307 -3.804
H21 -2.212 1.310 3.442
H22 -0.603 3.763 -0.129

Frontier orbital gap (spin up / spin down), eV: 6.84 / 6.73
2S+1: 2
LUMO (spin up / spin down), eV: 6.0 / 6.0
Charge: -2
ΔE to the lowest compared entry with this formula, charge and spin, eV: 0.000

=====

(8)
ORCA calculation (ωB97M-V/def2-TZVPD) on a molecular structure, C9H22F9N6O13S2Y.

Atoms and positions in Å:
H1 -2.844 -3.106 1.656
O1 -0.619 -0.657 -2.768
O2 1.282 1.742 3.213
H2 -2.428 -3.815 0.385
Y1 0.017 -0.665 0.646
N1 1.077 -5.312 -2.839
H3 -0.033 5.954 -0.495
O3 1.322 -3.886 -1.106
C1 0.982 -0.278 -4.651
N2 1.765 4.528 -1.176
F1 -3.451 3.883 3.185
O4 0.995 -2.466 3.723
F2 5.525 -1.563 -2.190
H4 1.453 -6.080 -3.378
S1 5.313 -0.161 0.177
H5 2.159 5.439 -0.990
H6 3.136 -5.584 -0.523
O5 -0.898 -2.147 -4.629
S2 -0.718 -0.731 -4.200
H7 2.260 -4.385 5.873
F3 1.737 -1.314 -4.778
C2 -4.309 2.375 1.435
H8 0.794 1.770 4.035
H9 2.544 -6.699 -1.769
O6 0.590 2.793 -0.535
H10 0.158 -3.978 6.445
H11 -3.846 3.622 -1.687
H12 -0.784 -2.951 5.462
O7 -1.694 0.248 -4.764
H13 -6.325 3.379 -2.183
H14 2.414 3.924 -1.660
N3 2.156 -3.815 5.045
N4 0.092 -3.435 5.596
O8 5.837 1.175 0.565
H15 -4.207 2.143 -1.339
F4 1.004 0.352 -5.846
H16 2.823 -3.753 4.289
O9 -4.115 3.407 0.452
O10 -2.182 -3.094 0.965
H17 -6.499 3.083 -0.471
C3 -4.457 3.124 -0.935
F5 -5.465 4.140 2.693
O11 5.846 -1.306 0.905
H18 -1.051 4.584 -0.077
C4 -4.575 3.200 2.808
O12 3.826 -0.176 0.020
H19 0.222 -4.957 -3.244
F6 7.364 -0.580 -1.592
F7 1.711 0.432 -3.701
F8 5.662 0.577 -2.492
H20 -5.216 1.794 1.266
H21 -6.020 4.689 -1.116
N5 2.456 -5.857 -1.218
C5 -5.894 3.610 -1.209
N6 -0.160 4.959 -0.370
F9 -4.781 2.397 3.895
C6 5.988 -0.493 -1.683
C7 1.056 -3.182 4.729
H22 1.874 2.493 3.260
C8 1.588 -4.947 -1.688
C9 0.694 4.022 -0.680
O13 -3.151 1.536 1.259

Frontier orbital gap, eV: 3.73
2S+1: 1
LUMO, eV: -4.9
Charge: 0

=====

Please write out number 7 again, unchanged.
ORCA calculation (ωB97M-V/def2-TZVPD) on a molecular structure, C9H22CuO4.

Atoms and positions in Å:
H1 1.730 -2.730 0.337
C1 -0.941 -2.707 -1.096
H2 0.678 3.790 0.974
O1 -0.152 -0.605 -2.037
H3 1.890 -3.561 1.905
H4 -0.633 -3.753 -0.992
C2 -0.280 -2.531 -3.491
H5 -1.475 -0.025 2.427
H6 0.422 -2.153 -4.245
C3 -2.190 1.742 1.394
O2 1.429 2.192 -1.096
C4 0.415 4.151 -0.029
H7 1.392 -1.294 3.026
H8 1.041 -2.181 -1.813
C5 1.462 -2.690 1.398
C6 -0.017 -1.966 -2.069
C7 1.289 3.563 -1.152
H9 -0.877 -2.238 -0.113
H10 -1.975 -2.610 -1.437
H11 -3.281 1.547 1.451
C8 1.843 -1.309 2.007
H12 -2.209 2.842 1.521
H13 -0.543 1.419 2.748
O3 1.446 -0.179 1.366
H14 0.768 3.791 -2.096
Cu1 0.172 0.609 -0.175
H15 0.376 -2.809 1.380
O4 -1.739 1.421 0.126
C9 -1.560 1.047 2.604
H16 2.913 -1.301 2.296
H17 0.483 5.243 0.046
H18 2.243 4.115 -1.145
H19 -0.002 -3.596 -3.531
H20 -1.300 -2.307 -3.804
H21 -2.212 1.310 3.442
H22 -0.603 3.763 -0.129

Frontier orbital gap (spin up / spin down), eV: 6.84 / 6.73
2S+1: 2
LUMO (spin up / spin down), eV: 6.0 / 6.0
Charge: -2
ΔE to the lowest compared entry with this formula, charge and spin, eV: 0.000